Record 1
The following is a quantum chemistry calculation of a structure of composition C29H34BrN7O2PSTb at a distorted geometry, from the Open Molecules 2025 dataset.

## Properties
Spin multiplicity: 7
Relative energy (zero: lowest compared OMol25 entry of this formula, charge and spin), kJ/mol: 220.2
Strongest force on any atom, hartree/bohr: 0.0222
Expectation value of S²: 12.050
Charge: +2

Last column: Löwdin spin population.
Cartesian coordinates (Å):
C (0.0651, -4.4205, 1.3815)  0.000
H (0.6777, -2.5934, 2.3105)  0.000
C (3.2030, 1.0551, 4.0579)  0.000
H (-5.0988, -0.3198, -0.0324)  0.000
Br (-0.7921, -6.8371, 0.1086)  0.000
C (-3.6861, -2.0989, -2.5424)  0.000
H (-0.7657, -4.6167, -1.8866)  0.000
C (0.3606, -3.0693, 1.3882)  0.001
C (-6.0836, -1.8342, -1.1817)  0.000
C (0.0531, 3.4393, 2.5254)  0.000
H (0.4556, 5.2342, 1.4660)  0.000
H (-6.8013, -3.3944, -2.4622)  0.000
H (1.3517, 0.9494, -2.7010)  0.000
C (-5.0049, -1.0474, -0.8242)  0.000
H (0.4575, 1.6669, -4.9088)  0.000
C (-0.2035, 1.2705, -4.1555)  0.000
H (4.1889, 2.3495, -0.4088)  0.000
C (0.2949, 0.8639, -2.9297)  0.000
H (3.9534, 0.3869, 4.4484)  0.000
O (0.0816, 2.5281, -0.0925)  -0.001
H (-0.3119, 4.1008, 3.3112)  0.000
H (0.1616, -5.0109, 2.2785)  0.000
N (0.3095, 4.2432, 1.3395)  0.000
C (0.2347, 3.7461, 0.1025)  0.000
C (1.9520, 3.0803, 4.1518)  0.000
N (-2.1740, -0.2255, 0.0986)  -0.011
H (4.3842, -2.3348, 0.0860)  0.000
N (-3.3619, -1.2169, 3.2419)  -0.001
N (-0.4610, 0.3415, -1.9612)  -0.005
C (-1.7838, 0.1955, -2.1972)  0.000
H (4.2110, 1.6934, 1.2404)  0.000
H (1.3244, 4.6546, -1.4929)  0.000
H (-0.3855, 4.4356, -1.8085)  0.000
H (0.1519, 5.7412, -0.7350)  0.000
H (-7.0238, -1.7237, -0.6621)  0.000
C (2.9591, 2.2782, 4.6638)  0.000
Tb (0.1758, 0.2705, 0.4667)  6.045
H (4.3444, -1.3573, 1.5662)  0.000
H (2.5891, -0.2539, 2.4633)  0.000
N (0.2692, -2.2785, 0.3100)  0.000
C (-3.7935, -1.1694, -1.5033)  -0.001
C (2.4541, 0.7097, 2.9472)  0.000
H (3.9215, -1.1172, -2.5575)  0.000
H (1.7107, 4.0144, 4.6334)  0.000
C (-2.6027, -0.3938, -1.1301)  0.000
H (-4.6610, -3.6343, -3.6609)  0.000
H (-0.1575, -2.2209, -1.7087)  0.000
H (5.4303, -0.2426, -2.2408)  0.000
H (5.7386, -1.2636, 0.4770)  0.000
O (2.3507, -0.0555, -0.2465)  0.001
C (0.3346, 4.7154, -1.0407)  0.000
C (-4.7604, -2.9016, -2.8757)  0.000
C (1.2421, 2.6539, 3.0371)  0.000
H (-1.9977, 1.4758, -5.3253)  0.000
N (-2.9449, -0.7441, 1.0782)  -0.003
H (5.6291, 1.5078, 0.1872)  0.000
C (4.6593, -1.3775, 0.5241)  0.000
S (-0.9419, -0.3033, 2.8939)  -0.023
C (-1.5687, 1.1455, -4.3914)  0.000
P (3.8533, -0.0332, -0.4041)  0.001
C (4.5438, 1.5327, 0.2163)  0.000
C (-0.3616, -5.0016, 0.1910)  0.000
H (-0.7364, 2.7069, 2.2804)  0.000
C (-2.3649, 0.6000, -3.4031)  0.000
H (-3.0734, -1.2456, 4.2053)  0.000
H (3.5172, 2.5821, 5.5354)  0.000
C (-5.9630, -2.7677, -2.1991)  0.000
C (4.3486, -0.2035, -2.1488)  0.000
N (1.5065, 1.4940, 2.4212)  -0.004
C (-2.5153, -0.7589, 2.3140)  -0.001
H (3.9785, 0.6491, -2.7159)  0.000
C (-0.4503, -4.1994, -0.9436)  0.000
H (-3.4298, 0.4932, -3.5421)  0.000
H (-4.3003, -1.4723, 2.9791)  0.000
C (-0.1203, -2.8619, -0.8335)  0.001
H (-2.7511, -2.2042, -3.0730)  0.000

Record 2
The following is a quantum chemistry calculation of a structure of composition C29H34F5N5O4S3TcTe at a distorted geometry, from the Open Molecules 2025 dataset.

## Properties
Spin multiplicity: 4
Relative energy (zero: lowest compared OMol25 entry of this formula, charge and spin), kJ/mol: 0.0
Strongest force on any atom, hartree/bohr: 0.0394
Expectation value of S²: 3.795
Charge: +2

Last column: Löwdin spin population.
Cartesian coordinates (Å):
H (-3.3685, 0.2476, -2.7591)  0.000
H (0.1849, 1.2100, -3.5772)  0.000
H (0.4185, -0.3630, -4.3254)  0.001
C (1.0761, -0.4658, 3.7833)  0.010
H (-1.2699, -1.0990, 5.5640)  0.000
C (-0.6803, -3.2388, 0.2050)  0.000
S (-2.8433, 3.7207, -1.9045)  0.024
H (-3.7559, 6.9302, 1.2319)  0.000
C (-1.5305, -0.4655, 7.5937)  0.000
H (-1.4097, -1.6044, -1.8375)  0.003
N (0.8471, 0.6229, 4.4455)  0.001
H (-4.5237, 7.3887, 3.4734)  0.000
C (3.7950, -1.0572, -0.6133)  0.004
H (4.0890, -1.6635, 0.2411)  0.000
C (2.9944, 2.1175, 5.8753)  0.000
C (-1.8624, 2.6071, -1.0893)  0.029
Te (-2.3402, 0.6366, 1.5681)  -0.021
C (-0.0791, 0.1535, -3.5030)  0.005
C (-3.0566, 1.2175, -2.4055)  0.003
F (-1.4202, -0.7539, 2.4784)  -0.014
F (-3.4459, 2.0535, 1.1126)  -0.017
H (4.0709, -0.0182, -0.4271)  0.001
C (-2.9729, 6.3214, 1.6671)  0.000
H (2.8977, 3.3008, 4.0685)  0.000
Tc (-0.4716, 0.6639, -0.2599)  2.410
C (2.6887, 2.2781, 4.3888)  0.000
C (-1.0619, 4.8932, 1.4362)  0.001
C (-2.0730, 5.6762, 0.8624)  0.001
S (1.6627, -0.5334, 2.1074)  0.059
N (-3.7705, 6.8516, 3.8628)  0.002
H (0.5648, 2.6578, 4.5642)  0.000
H (4.0122, 2.4355, 6.0963)  0.000
C (2.3286, -1.1755, -0.9009)  0.029
C (1.7181, -0.2856, -1.8076)  0.013
H (2.0223, -2.8926, 0.3311)  0.000
H (-2.1132, 5.8157, -0.2095)  0.000
C (-0.9365, 4.8057, 2.8252)  0.001
H (0.7370, -0.8787, 10.0841)  0.000
C (-0.8042, -0.9966, 6.5399)  0.000
C (-0.9680, -0.4114, 8.8638)  0.000
F (-1.7273, 1.6820, 2.9779)  -0.014
H (0.5272, 0.5138, 5.4032)  0.000
C (0.4898, -1.4743, 6.7651)  0.000
O (0.2957, 4.7351, -0.7723)  0.013
H (-1.5385, 0.0000, 9.6862)  0.000
C (0.3111, -0.9067, 9.0902)  0.000
O (2.0399, -3.0313, 5.8361)  0.000
C (-1.8301, 5.4638, 3.6308)  0.000
H (-0.1237, -3.7272, 1.0020)  0.000
H (2.3196, 2.7243, 6.4853)  0.000
C (1.5498, -2.1589, -0.3108)  0.022
C (-0.4015, -1.3961, -1.4918)  0.011
H (2.9054, 1.0775, 6.2009)  0.000
N (-0.8949, 2.6507, -0.1261)  0.132
H (1.0654, 2.0980, 2.9715)  0.000
H (-2.5388, -0.1107, 7.4271)  0.000
H (-1.5641, -2.7623, 0.6301)  0.000
C (-3.5808, 2.4022, -2.7572)  0.027
S (0.0132, 4.0250, 0.4331)  0.006
F (-3.0692, -0.7343, 0.4894)  -0.009
H (2.0267, -1.8599, 8.2075)  0.000
H (-0.1265, 4.2298, 3.2491)  0.000
O (1.0414, 3.3944, 1.1966)  -0.001
C (1.0374, -1.4517, 8.0456)  0.000
H (-4.3709, 2.5871, -3.4681)  0.001
C (0.3974, -0.4678, -2.2126)  0.006
C (1.2364, 1.9848, 4.0341)  0.000
H (3.3367, 1.6269, 3.7951)  0.000
O (0.7290, 0.4596, 1.2688)  0.214
H (1.2789, -2.4496, 3.6735)  0.001
C (1.2655, -2.1345, 5.6988)  0.001
H (-1.7355, 5.4063, 4.7080)  0.000
H (-1.1498, 0.0413, -3.6417)  0.000
H (2.3257, 0.4591, -2.3121)  0.001
H (-3.7075, 6.7947, 4.8627)  0.000
H (4.3713, -1.3920, -1.4792)  0.002
F (-3.7161, 0.1688, 2.6969)  0.001
H (-1.0272, -4.0070, -0.4905)  0.000
C (0.1665, -2.2391, -0.5205)  0.001
N (-2.0569, 1.3420, -1.4545)  0.033
C (-2.8785, 6.2187, 3.0703)  0.002
N (1.0424, -1.7005, 4.3136)  0.002

Record 3
The following is a quantum chemistry calculation of the molecule C29H34N2O8 at a distorted geometry, from the Open Molecules 2025 dataset.

## Properties
Spin multiplicity: 1
Relative energy (zero: lowest compared OMol25 entry of this formula, charge and spin), kJ/mol: 26.1
Strongest force on any atom, hartree/bohr: 0.0252
Charge: 0

Last column: Löwdin charge in e.
Cartesian coordinates (Å):
H (3.3394, -1.4418, -1.0371)  0.133
C (2.3921, -3.1912, 1.7753)  -0.190
H (4.1037, -2.1283, 1.1058)  0.151
N (1.5423, 2.5308, 0.9192)  -0.033
H (-3.6498, -1.0908, 0.1347)  0.116
C (-1.3568, 4.5052, -2.3107)  -0.212
H (-4.7022, 1.6633, -5.1800)  0.139
H (2.2875, -8.0298, 3.7907)  0.139
C (3.0142, -2.0295, 1.0243)  -0.235
C (2.2010, 2.6396, -0.3572)  -0.111
C (-2.5969, 0.5904, -0.6760)  -0.258
O (2.6183, -6.8586, 2.1281)  0.032
C (1.3506, -3.0091, 2.6697)  -0.029
H (-4.2824, 0.4600, -3.9150)  0.136
C (-1.3627, 3.4988, -3.2823)  0.046
C (1.2252, 3.1962, -1.3971)  -0.164
O (0.8738, -6.5431, 3.6017)  0.032
H (1.8282, 4.5025, 1.5081)  0.132
H (-2.4656, 0.0593, -1.6319)  0.112
O (0.3394, -2.3772, -0.0633)  -0.059
C (1.2943, 1.4016, 1.6013)  -0.405
H (3.0173, -0.4053, 2.5387)  0.138
H (-2.5056, 5.6026, -0.8875)  0.111
C (1.2586, -5.3307, 3.0858)  -0.203
H (2.5811, 1.6700, -0.6748)  0.120
O (0.7461, 1.3816, 2.6903)  0.079
C (-2.5233, 4.8185, -1.6291)  -0.045
C (-1.0355, -2.0796, -0.2527)  -0.158
H (1.0060, -1.4273, -1.7572)  0.171
C (2.6453, -2.0635, -0.4680)  -0.043
H (-0.3410, 5.3047, 0.6390)  0.126
H (2.6755, -3.0817, -0.8509)  0.127
O (-4.7327, 2.3523, -3.2389)  0.028
C (0.0279, 4.3266, 0.3244)  -0.160
C (-2.5445, 2.8409, -3.5084)  -0.199
O (-2.8070, 1.8192, -4.3873)  0.032
H (-0.8194, 3.6296, 0.2398)  0.113
O (-1.5017, 1.4387, -0.4462)  -0.061
C (-2.8552, -0.4144, 0.4556)  -0.158
H (-1.5418, -3.0485, -0.2831)  0.133
C (-0.0578, 5.1865, -1.9484)  -0.149
C (1.7523, 0.1075, 0.9753)  -0.184
C (1.0042, 3.7944, 1.3723)  -0.103
C (2.8965, -4.4731, 1.5311)  0.055
H (-0.4755, 3.2466, -3.8393)  0.126
C (-3.7092, 3.1624, -2.8134)  -0.223
H (-3.4636, 1.2485, -0.7779)  0.115
C (1.7206, -7.5012, 3.0069)  -0.165
H (-0.8544, -0.5244, 1.2358)  0.098
H (-0.0481, -3.9290, 4.0356)  0.119
H (-3.2060, 0.1344, 1.3311)  0.117
H (3.0416, 3.3357, -0.2484)  0.133
H (-4.6262, 4.4084, -1.3355)  0.119
H (-1.1617, -1.5939, -1.2284)  0.117
H (-0.7136, 0.8915, -0.3100)  0.053
C (2.6067, -0.7031, 1.5883)  0.021
C (1.2359, -1.5139, -0.6768)  -0.340
H (-1.8764, -1.8572, 1.7142)  0.117
H (0.9759, -2.0149, 2.8525)  0.113
H (1.7544, 3.3420, -2.3421)  0.127
C (-4.1741, 1.5128, -4.2241)  -0.168
C (-3.7249, 4.1581, -1.8693)  0.015
C (2.3130, -5.5221, 2.1933)  -0.193
O (1.1249, -0.1758, -0.2223)  -0.012
H (0.4112, 2.4716, -1.5469)  0.107
H (0.5727, 5.2893, -2.8357)  0.122
C (-1.6178, -1.2132, 0.8723)  -0.155
H (1.1149, -8.2315, 2.4456)  0.138
C (0.7626, -4.0775, 3.3425)  0.024
N (0.7273, 4.4822, -0.9422)  -0.146
H (0.5000, 3.6258, 2.3243)  0.124
H (3.7154, -4.6382, 0.8496)  0.130
H (-0.2607, 6.1854, -1.5529)  0.122

Number 1: DFT total energy -5797.00284 Ha. Number 2: DFT total energy -3742.41035 Ha. Number 3: DFT total energy -1836.86027 Ha.